Record 1
C30H36FMnN4O8 as an isolated structure, computed with ωB97M-V with the def2-TZVPD basis set.

Kohn-Sham gap (alpha / beta)	0.21464 / 0.24702	hartree
LUMO level (alpha / beta)	-9.20 / -8.34	eV
relative energy (zero: lowest compared OMol25 entry of this formula, charge and spin)	0.0	kcal/mol

Geometry as ORCA input:
```
! RIJCOSX wB97M-V def2-TZVPD def2/J DEFGRID3
* xyz 3 2
Mn -0.962 2.371 0.720
C -4.656 7.665 -1.074
O -3.315 7.863 -1.535
C -2.407 6.929 -1.337
C -1.114 7.223 -1.827
C -0.109 6.320 -1.675
C -0.321 5.080 -1.022
C 0.693 4.087 -0.946
C 2.047 4.303 -1.535
O 0.481 2.958 -0.416
C -1.616 4.818 -0.531
O -1.917 3.680 0.137
C -2.655 5.715 -0.688
H -5.198 8.558 -1.366
H -4.674 7.563 0.012
H -5.100 6.792 -1.553
H -0.959 8.173 -2.319
H 0.872 6.554 -2.064
H 1.974 4.366 -2.622
H 2.695 3.474 -1.266
H 2.481 5.237 -1.179
H -3.626 5.465 -0.289
C 5.370 -1.463 0.111
C 4.405 -1.714 1.257
N 3.061 -1.151 0.994
C 2.726 -0.008 1.581
C 1.544 0.668 1.355
C 1.352 1.916 2.150
O 2.184 2.372 2.870
O 0.110 2.462 2.063
C 0.625 0.140 0.433
O -0.475 0.713 0.097
C 0.961 -1.118 -0.178
C 0.078 -1.736 -1.075
C 0.393 -2.932 -1.640
F -0.510 -3.481 -2.469
C 1.609 -3.616 -1.375
C 2.482 -2.985 -0.494
C 2.177 -1.757 0.108
N 1.935 -4.827 -1.975
C 2.787 -5.799 -1.309
C 3.873 -6.279 -2.267
N 3.269 -6.492 -3.645
C 1.784 -6.692 -3.568
C 1.123 -5.421 -3.047
H 6.339 -1.896 0.358
H 5.513 -0.394 -0.042
H 5.030 -1.897 -0.829
H 4.767 -1.228 2.160
H 4.289 -2.770 1.499
H 3.439 0.420 2.274
H -0.870 -1.276 -1.312
H 3.440 -3.433 -0.290
H 2.195 -6.641 -0.937
H 3.274 -5.373 -0.438
H 4.309 -7.222 -1.945
H 4.663 -5.541 -2.381
H 3.708 -7.295 -4.098
H 3.469 -5.684 -4.237
H 1.623 -7.553 -2.923
H 1.411 -6.935 -4.561
H 0.115 -5.691 -2.728
H 1.029 -4.703 -3.863
O -1.675 -0.150 2.700
C -2.476 0.767 2.581
O -2.380 1.813 1.852
C -3.768 0.740 3.405
N -3.664 -0.427 4.356
C -4.907 -1.282 4.211
C -5.906 -0.347 3.548
C -5.037 0.470 2.593
H -3.848 1.656 3.987
H -3.546 -0.109 5.316
H -2.797 -0.919 4.078
H -5.201 -1.652 5.189
H -4.645 -2.123 3.573
H -6.377 0.298 4.291
H -6.693 -0.899 3.040
H -5.501 1.399 2.275
H -4.796 -0.111 1.700
*
```

=====

Record 2
A 3-piece molecular cluster, C13H13BF16NO5 overall at a distorted geometry, computed with ωB97M-V with the def2-TZVPD basis set.

Kohn-Sham gap	0.19356	hartree
LUMO level	2.62	eV

Geometry as ORCA input:
```
! RIJCOSX wB97M-V def2-TZVPD def2/J DEFGRID3
* xyz -1 1
C 0.622 -0.658 -4.678
O 1.086 -1.561 -3.709
B 0.356 -1.530 -2.495
O -1.010 -1.851 -2.501
C 0.979 -1.197 -1.135
N 0.677 0.288 -0.788
C 0.178 0.170 0.311
O -0.295 0.356 1.386
H -0.433 -0.795 -4.937
H 1.190 -0.812 -5.589
H 0.760 0.379 -4.367
H -1.417 -1.529 -3.316
H 2.059 -1.331 -1.222
C 3.553 2.915 0.024
C 4.311 1.690 0.569
C 4.032 1.271 2.013
F 4.373 2.233 2.902
F 4.775 0.176 2.309
F 5.645 1.861 0.369
F 3.923 0.653 -0.197
O 4.227 4.177 -0.009
C 4.237 5.029 1.068
C 5.652 5.248 1.609
F 6.220 4.091 1.988
F 5.600 6.061 2.693
F 3.384 4.641 2.031
F 3.799 6.233 0.623
H 3.390 2.688 -1.028
H 2.557 3.000 0.456
H 2.976 1.018 2.142
H 6.280 5.711 0.844
C -3.526 -2.487 -0.174
C -4.516 -1.309 -0.193
C -4.743 -0.548 1.113
F -5.260 -1.332 2.082
F -5.636 0.455 0.895
F -5.702 -1.720 -0.710
F -4.011 -0.397 -1.065
O -4.063 -3.811 -0.072
C -4.355 -4.393 1.136
C -5.849 -4.696 1.275
F -6.595 -3.582 1.158
F -6.091 -5.230 2.499
F -3.889 -3.675 2.173
F -3.714 -5.586 1.167
H -3.055 -2.477 -1.156
H -2.710 -2.325 0.529
H -3.809 -0.106 1.468
H -6.161 -5.407 0.507
*
```

=====

Record 3
The molecule C6H11NS at a distorted geometry, computed with ωB97M-V with the def2-TZVPD basis set.

Kohn-Sham gap	0.33771	hartree
structure (SMILES)	C[C@@H]1[C@H]2S[C@@H]2C[C@@H]1N
LUMO level	0.88	eV
relative energy (zero: lowest compared OMol25 entry of this formula, charge and spin)	134.3	kcal/mol

Geometry as ORCA input:
```
! RIJCOSX wB97M-V def2-TZVPD def2/J DEFGRID3
* xyz 0 1
C -1.731 -1.240 1.452
C -0.709 -0.249 0.855
C -0.715 0.561 -0.466
S -0.375 2.229 -0.767
C 0.950 1.010 -0.224
C 1.642 -0.167 -0.610
C 0.685 -1.185 0.415
N 0.580 -2.562 -0.108
H -2.262 -2.100 0.822
H -2.520 -0.713 2.048
H -1.438 -1.748 2.432
H -0.313 0.340 1.596
H -0.775 -0.079 -1.379
H 0.986 1.019 0.913
H 1.565 -0.445 -1.657
H 2.687 0.076 -0.587
H 1.259 -1.066 1.410
H 0.537 -2.378 -1.278
H 1.474 -3.015 0.167
*
```